C54H72BN9O4P | ωB97M-V/def2-TZVPD

Geometry as XYZ:
```
141
Properties=species:S:1:pos:R:3:forces:R:3:mulliken_charge:R:1
C -1.232599 -1.424895 1.822280 0.2 -0.3 -1.0 -1.0763
C -0.052565 -1.472741 0.771885 0.0 -0.9 0.6 0.9025
C 1.361252 -1.789569 1.446569 -0.7 0.9 -1.7 -1.2285
C 2.437799 -1.728531 0.260722 -0.4 0.9 2.0 0.5239
N 2.585178 -3.079200 -0.346440 -0.1 0.7 -1.6 -0.2105
P 2.600550 -3.048525 -2.074400 0.2 1.7 0.6 -0.3130
C 3.827687 -1.751808 -2.682708 -0.8 -0.2 -1.0 -1.1916
C 3.196035 -0.303896 -2.837352 1.3 1.0 0.4 0.2987
C 4.181488 0.735068 -2.112223 -0.8 0.4 -0.5 -0.8998
C 3.415619 1.931426 -1.410319 0.3 -1.1 0.7 -0.1687
O 4.179659 2.338384 -0.249783 -0.5 -0.3 -0.5 -0.5707
C 0.942548 -2.589859 -2.773324 -0.5 -0.1 0.1 0.2789
C -0.010488 -3.787919 -3.146164 -1.1 0.0 -0.1 -0.1372
C -1.074513 -4.137024 -2.010947 0.6 -0.5 -0.8 -1.3278
N -2.173892 -3.134838 -2.023989 0.4 -1.3 0.9 -0.0280
C -3.228995 -3.486673 -3.005833 -0.9 0.5 -0.2 -0.6853
C -3.543931 -2.365295 -4.045062 -1.3 1.2 -1.8 0.9094
C -4.840681 -2.422019 -4.764548 1.2 2.0 -0.7 -0.9041
C -5.204715 -1.406257 -5.761198 1.7 0.5 0.4 -0.5602
C -4.304815 -0.298582 -6.129292 1.8 -2.1 2.6 -0.7073
C -2.999553 -0.236762 -5.406640 -2.3 -1.5 -0.2 -0.3697
C -2.670037 -1.247403 -4.387410 -1.4 0.5 -0.9 0.0034
O -1.432595 -1.076794 -3.743244 -0.3 0.3 -0.2 -0.3312
B 3.306903 -4.751883 -2.661141 0.9 -2.6 -0.6 0.8096
O 3.001099 -5.894307 -1.893509 -0.6 2.3 -1.3 -0.4980
O 4.107929 -4.826099 -3.814387 -1.7 0.2 1.1 -0.5014
C 3.225271 -4.746995 -4.975031 -0.3 0.0 -1.0 -0.5321
H -2.170111 -1.170115 1.246744 0.9 0.0 0.9 0.3937
H -1.392468 -2.477786 2.190661 0.2 1.2 0.1 0.3328
H -1.021441 -0.691467 2.654151 -0.4 -0.9 -0.9 0.0568
H -0.261562 -2.337280 0.084520 0.0 0.8 0.4 -0.6559
H -0.009646 -0.554825 0.114691 0.1 -0.7 0.9 0.1843
H 1.350233 -2.820977 1.888905 0.1 1.1 -0.1 0.3558
H 1.536774 -0.983952 2.202432 0.2 -0.9 -0.4 0.4118
H 2.061439 -0.940660 -0.442371 0.4 -0.8 0.3 -0.3941
H 3.403728 -1.340143 0.694809 -0.7 -0.8 -0.7 0.3010
H 1.862160 -3.708833 0.011964 0.3 0.1 -0.1 0.4021
H 4.787220 -1.771310 -2.106485 -1.0 0.0 -0.3 0.7486
H 4.089275 -2.101310 -3.727440 -0.2 0.0 1.2 0.3100
H 2.159930 -0.191702 -2.430112 0.9 -0.3 -0.3 0.0907
H 3.157590 0.017789 -3.917317 -0.2 -0.7 1.1 0.1377
H 4.881211 1.151423 -2.891593 -0.5 -0.5 1.0 0.3095
H 4.778999 0.220003 -1.309869 -0.5 0.5 -0.8 0.5032
H 2.437062 1.532086 -1.019279 0.5 0.5 -0.7 0.1199
H 3.242448 2.817046 -2.066852 0.2 -0.8 0.6 0.0714
H 4.147152 1.579262 0.360461 0.1 0.6 -0.3 0.3283
H 1.088288 -1.919901 -3.658178 0.0 -0.6 0.8 0.6134
H 0.416790 -1.985256 -1.974016 0.6 -0.5 -0.9 -0.3726
H 0.494966 -4.722803 -3.501886 -0.1 0.8 0.4 0.1802
H -0.637542 -3.428952 -4.015485 0.8 -0.4 0.8 0.3439
H -1.485689 -5.176750 -2.206682 0.5 1.0 0.1 0.3834
H -0.571105 -4.202502 -1.006229 -0.5 0.3 -0.8 0.4068
H -2.590350 -3.201437 -1.092419 0.0 0.2 -0.4 0.2571
H -4.175052 -3.669915 -2.413691 0.8 0.1 -0.8 0.4961
H -3.006167 -4.447684 -3.549080 -0.1 0.9 0.5 0.2975
H -5.599307 -3.220432 -4.566197 1.0 0.7 0.0 0.3452
H -6.187448 -1.440633 -6.288019 0.9 -0.2 0.7 0.3337
H -4.530771 0.469900 -6.898869 0.0 -0.8 0.7 0.4316
H -2.278362 0.585056 -5.653888 -0.7 -1.0 0.5 0.4780
H -1.555830 -0.685845 -2.858749 -0.2 -0.4 -0.5 0.1603
H 2.121961 -5.679061 -1.516085 0.7 -0.7 0.4 0.3415
H 2.242311 -5.273335 -4.799069 1.0 0.5 -0.1 0.2493
H 3.017231 -3.676905 -5.267529 0.2 -1.0 0.4 0.1971
H 3.719841 -5.256948 -5.847720 -0.4 0.5 1.1 0.3174
N -0.108915 1.108531 4.544087 -0.2 0.2 0.3 -0.3142
C -0.265428 2.438682 4.581605 0.1 -0.3 -0.2 -0.4041
C -0.812177 3.120129 5.656287 0.0 0.0 0.0 -0.3639
C -1.225318 2.385511 6.756317 -0.1 0.1 0.2 -0.4688
C -1.076361 1.008659 6.742979 0.0 0.1 0.0 -0.3153
C -0.514837 0.421597 5.620790 0.2 -0.1 -0.4 -0.0941
H 0.069517 2.969735 3.696638 0.0 0.1 0.0 0.3940
H -0.913061 4.197234 5.633400 0.0 0.0 0.0 0.4154
H -1.659411 2.882686 7.615833 0.0 0.0 0.0 0.3659
H -1.388461 0.403609 7.584036 0.0 0.0 0.0 0.3774
H -0.374666 -0.653594 5.565110 0.0 0.0 0.1 0.4064
N 0.216678 -2.805794 7.175420 0.0 0.0 0.5 -0.4653
C -0.733618 -2.529295 8.080873 0.2 -0.1 -0.4 -0.4434
C -0.546553 -2.631639 9.450073 0.0 0.0 0.0 -0.3944
C 0.690821 -3.046430 9.914617 0.0 0.0 0.1 -0.2727
C 1.688510 -3.339924 9.000342 0.0 0.0 0.0 -0.1943
C 1.402567 -3.202918 7.651655 -0.2 0.1 -0.3 -0.3300
H -1.686415 -2.211215 7.669750 0.0 0.0 0.1 0.5269
H -1.349672 -2.392846 10.135032 0.0 0.0 0.0 0.3853
H 0.875456 -3.139798 10.978356 0.0 0.0 0.0 0.3906
H 2.667267 -3.667307 9.325565 0.0 0.0 -0.1 0.3925
H 2.153982 -3.418405 6.898994 0.0 0.0 0.1 0.3891
N 6.171487 -4.915585 9.904783 -0.1 -0.2 -0.3 -0.5519
C 4.932150 -5.407244 9.806808 0.3 0.2 0.1 -0.3138
C 4.481262 -6.155159 8.730242 0.0 0.0 0.0 -0.2836
C 5.363934 -6.406291 7.691735 0.0 -0.1 -0.1 -0.2802
C 6.653683 -5.905789 7.769347 -0.1 0.0 0.0 -0.3401
C 7.005332 -5.172176 8.891916 -0.1 0.1 0.3 -0.1789
H 4.277900 -5.181477 10.642860 0.0 -0.1 0.0 0.4836
H 3.466162 -6.530536 8.705778 0.0 0.0 0.0 0.3941
H 5.050086 -6.986133 6.831491 0.0 0.0 0.0 0.3788
H 7.370740 -6.080898 6.977943 0.0 0.0 0.0 0.3502
H 8.004162 -4.762806 9.000132 0.0 0.0 -0.1 0.3606
N -3.567648 4.117286 -5.861529 -0.3 0.0 0.1 -0.3407
C -4.393658 5.040679 -6.365797 0.3 -0.1 0.0 -0.2554
C -5.680510 5.259570 -5.900639 0.0 -0.1 0.1 -0.4368
C -6.141662 4.475674 -4.854892 -0.1 0.0 0.0 -0.1568
C -5.304455 3.511073 -4.316941 0.0 0.0 0.0 -0.7577
C -4.034596 3.374620 -4.853388 0.2 0.1 -0.2 -0.1028
H -3.988728 5.626994 -7.183543 -0.1 0.0 0.0 0.3841
H -6.304762 6.023407 -6.345166 0.0 0.0 0.0 0.3757
H -7.142349 4.615271 -4.463087 0.0 0.0 0.0 0.3724
H -5.629295 2.879843 -3.499998 0.0 0.0 0.0 0.3742
H -3.341866 2.636047 -4.462856 -0.1 0.0 0.1 0.5481
N 1.259272 4.294942 -4.682652 0.4 -0.9 -0.4 -0.2927
C 2.495764 3.785678 -4.636935 -0.3 0.2 0.1 -0.6053
C 2.863542 2.596680 -5.247135 -0.1 0.0 0.0 -0.4946
C 1.894090 1.889821 -5.943005 0.0 -0.1 0.0 -0.2373
C 0.605453 2.395763 -6.003311 0.1 -0.1 0.0 -0.5828
C 0.341535 3.596304 -5.361445 0.0 0.4 0.2 -0.5114
H 3.218099 4.373044 -4.078463 0.1 0.0 0.0 0.5472
H 3.881779 2.233741 -5.179537 0.0 0.1 0.0 0.4801
H 2.140968 0.954908 -6.433749 0.0 0.0 0.0 0.4817
H -0.177159 1.872280 -6.536878 0.0 0.1 0.0 0.4293
H -0.652247 4.034894 -5.383832 0.0 -0.1 -0.1 0.5988
N -0.927337 7.180741 -2.766979 0.3 0.4 0.1 -0.4490
C -0.999803 8.391326 -2.201786 -0.1 -0.3 -0.1 -0.2555
C 0.080573 9.250288 -2.075852 0.0 0.0 0.0 -0.3650
C 1.310448 8.832188 -2.559310 0.1 0.1 0.0 -0.3374
C 1.412884 7.581499 -3.147787 -0.1 0.1 0.1 -0.5676
C 0.271771 6.798174 -3.229083 -0.6 -0.2 0.0 -0.1658
H -1.981646 8.673204 -1.835627 0.0 0.1 0.0 0.3706
H -0.037692 10.220593 -1.611279 0.0 0.0 0.0 0.3653
H 2.179780 9.474639 -2.478516 0.0 0.0 0.0 0.3681
H 2.357089 7.221466 -3.536206 0.0 0.0 0.0 0.3144
H 0.304595 5.811360 -3.686053 0.1 0.4 0.2 0.9364
N -5.405887 2.953208 4.740775 0.1 0.0 -0.4 -0.5373
C -6.227219 3.515750 3.847704 0.1 -0.1 0.3 -0.2728
C -5.950161 3.602910 2.492283 0.1 0.0 0.0 -0.3126
C -4.751235 3.080842 2.033806 0.0 0.0 -0.1 -0.4766
C -3.882395 2.494212 2.940394 -0.1 0.0 -0.1 -0.1492
C -4.256134 2.454921 4.274684 -0.2 0.0 0.3 -0.2599
H -7.151059 3.912765 4.254693 0.0 0.0 -0.1 0.3629
H -6.654176 4.067610 1.814387 0.0 0.0 0.0 0.3689
H -4.496694 3.130503 0.981277 0.0 0.0 0.0 0.4201
H -2.936336 2.076016 2.620124 0.0 0.0 0.1 0.4142
H -3.611132 2.003300 5.021595 0.1 0.0 -0.1 0.4563
```
Forces are in eV/Å.

As for the maximum force: 0.0740 hartree/bohr. The value obtained for the HOMO energy is -10.5985 eV. The LUMO energy is -3.023 eV. The total energy comes out at -3260.53529 a.u. Its total charge is +1.